DFT (wB97M-V/def2-TZVPD) results for 2 unconnected molecules or ions with the total composition C19H35BClIN3O11P2S2.

```
75
Properties=species:S:1:pos:R:3:forces:R:3
I -2.976 0.437 2.361 0.0587 -0.1961 -0.0459
Cl 1.274 3.221 0.840 -0.1258 -0.1422 0.0250
S 0.459 -3.535 5.435 0.2271 0.1227 -0.1350
S 4.899 3.954 0.219 0.2188 -0.3916 0.2957
P -0.636 4.304 -1.441 1.0754 1.4904 0.8368
P 0.050 0.275 -1.507 -1.8301 -0.8516 -1.1780
O 3.427 -0.864 -1.939 -0.4537 -0.2548 -0.5745
O 1.407 -1.440 0.267 -0.2179 -0.2425 -0.0088
O 1.996 -3.037 1.497 0.6365 -0.0593 -0.0146
O 1.406 1.039 -0.653 -0.0114 0.5561 0.3070
O -4.259 -0.878 -1.839 0.0034 0.1910 -0.7835
O 0.138 -2.288 4.796 -0.2866 -0.0466 0.1384
O -0.557 -4.501 5.772 -0.0991 0.0744 0.0058
O -0.337 1.876 -2.174 0.6049 0.2193 0.3843
O -2.088 -1.485 -2.091 0.3521 -0.1173 -0.4143
O 3.578 0.721 -3.647 -0.2955 -0.5797 -0.3442
O -5.081 1.799 -1.653 -0.0999 -0.1803 0.0708
N 1.982 -2.689 0.369 -0.7108 0.2537 0.1370
N 2.915 2.704 -1.221 -0.3727 -0.5398 1.4424
N -0.111 5.655 -0.821 -0.1204 -0.4570 -0.1979
C -6.002 0.729 -1.825 -0.1211 -0.0202 -0.6195
C 1.748 -4.351 4.496 0.3542 -0.1734 -0.0980
C 1.223 3.279 -3.231 0.4637 0.5121 -0.1419
C 3.780 3.114 -0.489 0.0948 0.9555 -0.9577
C 1.527 2.362 -0.744 0.7103 0.2882 -1.4800
C 1.643 4.671 -3.445 -0.3102 -0.1676 0.3355
C -1.453 -0.294 -2.586 -0.2735 0.2024 0.1151
C 0.013 0.494 2.222 -0.4892 0.0155 0.4646
C 1.449 -3.223 6.896 0.2435 -0.1099 0.2298
C 3.011 -4.304 5.362 -0.0406 0.0487 0.1030
C 0.464 -1.454 -0.847 0.4970 -0.4996 0.3761
C 1.177 -0.100 -3.045 1.1681 0.6572 -0.2183
C -1.079 -0.006 1.284 0.0903 0.4359 0.0571
C -3.352 -1.660 -2.599 -0.1351 -0.5251 0.6224
C 0.566 2.921 -1.869 -1.6176 -0.6161 -0.6290
C -5.358 -0.411 -2.596 0.0720 0.1914 0.9394
C 1.859 5.836 -3.621 0.4991 -0.1614 -0.4536
C -1.214 0.674 -0.088 0.4400 -0.2574 1.0277
C 2.557 -4.272 6.830 -0.0073 0.0003 -0.0959
B 2.740 -0.067 -2.849 0.1742 0.1191 0.3969
H -1.183 -0.419 -3.644 0.1492 -0.3228 0.1138
H -1.645 3.754 -0.628 -0.0277 -0.4181 -0.4694
H 0.462 3.058 -3.980 -0.1010 -0.0341 0.0889
H 4.194 -1.192 -2.420 0.3499 0.2279 0.4149
H 0.963 -1.084 -3.476 -0.2795 -0.0664 0.3235
H -1.195 1.747 0.112 0.1467 0.0090 -0.0251
H 0.822 -3.299 7.781 -0.1041 0.0231 -0.0761
H -1.239 4.564 -2.697 -0.1768 -0.6596 0.0576
H -1.083 -1.092 1.282 -0.1666 0.0216 -0.2485
H -3.421 -1.424 -3.672 0.0465 0.2896 0.0398
H -0.219 1.517 2.515 0.2313 0.0738 -0.1235
H 2.164 -5.249 7.119 -0.0249 0.0205 0.0184
H 1.010 0.440 1.794 -0.0893 -0.0295 -0.1915
H 2.080 2.645 -3.456 -0.0630 -0.1463 0.2886
H -5.043 -0.012 -3.566 0.0690 -0.2513 -0.0983
H 3.660 -5.154 5.155 -0.0038 0.0041 -0.0017
H 1.426 -5.373 4.308 -0.1018 0.0284 0.0397
H 3.578 -3.398 5.139 -0.0225 0.0058 -0.0073
H 1.866 -3.817 3.559 -0.1125 -0.0226 -0.0184
H -0.411 -1.985 -0.466 -0.1711 0.3079 -0.1719
H -5.486 2.581 -2.030 0.1241 0.1272 0.0741
H 3.378 -4.026 7.503 -0.0083 -0.0034 0.0065
H -0.015 -0.097 3.140 0.1236 -0.0726 -0.0732
H 2.210 6.790 -3.927 -0.1696 0.1859 0.2369
H 0.936 0.613 -3.843 -0.1855 -0.0124 0.0861
H -2.230 0.476 -0.426 0.1536 -0.1180 -0.3753
H -2.198 0.510 -2.591 0.1474 0.0668 0.3033
H 0.892 5.624 -0.686 -0.0085 0.2524 0.0771
H 3.097 0.926 -4.455 0.0959 0.3268 0.0381
H 1.854 -2.215 6.808 -0.0513 0.0162 -0.0447
H -6.389 0.368 -0.870 0.1603 0.1203 0.1123
H -3.607 -2.723 -2.475 0.0308 0.0608 0.0485
H -6.082 -1.232 -2.699 -0.1220 0.1522 -0.3510
H -6.839 1.084 -2.439 -0.1633 -0.1696 0.1894
H 0.907 -2.112 -1.598 -0.0404 0.2621 -0.2017
```
Forces are in eV/Å.

Properties
Total charge   -1
E   -3998.5881 Eh
Lowest unoccupied orbital energy   2.327 eV
Kohn-Sham gap   7.70 eV

---

DFT (wB97M-V/def2-TZVPD) results for 4 unconnected molecules or ions with the total composition C19H35Br2N5O6P.

```
68
Properties=species:S:1:pos:R:3:forces:R:3
Br 3.526 -2.462 0.723 0.5481 0.7780 -0.5937
Br -1.249 0.630 -3.391 -0.2249 -0.4928 0.8355
P -1.193 -0.843 -1.677 -0.6476 -1.5950 0.5775
O 5.521 -1.677 -1.095 -4.1156 2.3571 2.7834
O -2.698 -0.897 -0.827 2.1320 0.6297 -1.4421
O 2.601 3.620 -2.998 -0.2801 -0.1420 0.2571
O 1.587 -0.074 5.576 0.0925 -0.8643 -1.7067
O -6.375 4.897 -1.300 0.2593 -0.2674 -0.2369
O 0.683 -5.586 1.555 0.1661 -0.0120 -0.2535
N 1.904 -7.022 0.243 -0.1683 0.2343 0.8541
N 0.717 4.476 -2.010 0.7437 0.2337 -0.1818
N -5.158 3.465 -2.614 -0.0184 0.0182 0.7370
N 1.451 -0.123 -0.822 -0.1207 0.9896 2.9034
N -0.588 -2.019 5.569 -0.1445 0.0084 -1.2561
C 0.767 -0.229 4.392 -1.2850 -0.2938 -0.2406
C 1.464 -6.514 1.430 0.1461 -0.2028 -0.4443
C 0.011 5.640 -1.511 -0.0982 -0.2143 -0.0038
C 0.617 1.154 3.534 -0.0777 -0.7223 -1.2824
C 4.085 0.343 -0.511 -1.3855 -1.0869 0.3220
C -5.618 4.072 -3.849 -0.1891 0.2008 0.1562
C 1.424 -6.434 -0.992 -0.1807 0.1510 0.1894
C 2.315 0.779 1.471 -4.0780 -1.6665 -3.0115
C 0.082 3.177 -1.920 0.3644 0.2521 -0.2905
C 4.572 -1.205 -0.450 3.3768 -1.1964 -2.6957
C 0.068 -0.186 -0.392 0.2735 2.1786 3.4922
C 2.836 -8.130 0.178 -0.0921 0.0995 -0.1888
C 2.548 0.327 0.012 -0.7381 1.2067 2.9369
C -4.239 2.349 -2.681 -0.2637 0.3317 -0.1829
C -0.733 -0.765 4.745 1.3238 -0.6016 -0.8823
C -5.606 3.965 -1.425 -0.0742 0.0783 -0.3155
C 0.827 0.715 1.992 0.9952 -0.0218 -1.6661
C 1.960 4.561 -2.563 -0.3711 -0.0045 0.1500
C -0.348 0.242 1.063 4.6724 -0.0024 -1.7554
H -3.330 2.668 -3.196 0.0251 -0.1829 0.0224
H 4.166 0.778 -1.577 0.0150 -0.8680 1.6710
H -0.902 3.261 -1.457 0.0979 0.0821 -0.0615
H -0.017 2.758 -2.924 0.0897 0.1552 0.3446
H -0.929 5.748 -2.056 -0.0017 0.1661 0.1359
H -0.421 1.614 3.649 1.3720 -0.7617 -0.0759
H -3.240 -1.517 -1.372 0.3814 0.4655 0.5909
H 1.713 -0.435 -1.777 -0.4847 0.3384 0.8178
H 2.370 -8.955 -0.366 0.1878 -0.0691 0.0522
H 2.355 5.589 -2.586 -0.0843 0.0078 0.0170
H 0.715 2.513 -1.323 -0.1147 -0.1270 -0.0336
H -5.177 3.568 -4.711 -0.0067 -0.0049 0.1633
H 3.736 -7.806 -0.351 0.0379 -0.1962 0.0441
H 1.889 -7.032 2.304 0.0405 -0.0652 -0.0622
H 1.860 -6.943 -1.853 -0.0037 0.0061 0.1746
H -0.197 5.502 -0.447 -0.0844 0.1928 -0.0352
H -1.309 -2.670 5.205 0.5651 0.4579 0.6430
H -6.707 4.001 -3.899 0.0866 0.1038 -0.1409
H -5.335 5.128 -3.856 -0.1146 -0.0521 -0.1431
H 3.110 -8.469 1.178 -0.0821 0.0919 -0.0806
H -1.432 0.213 1.422 1.8013 -0.0159 -0.7560
H 1.381 1.949 3.831 -0.8767 -1.3062 -0.4369
H -5.196 3.433 -0.551 0.0766 -0.1034 -0.0196
H 1.218 -1.056 3.716 -0.5925 1.3896 0.9601
H 0.335 -6.518 -1.029 0.0729 0.0909 -0.1442
H 0.306 -2.482 5.295 -0.8670 0.5097 0.3819
H 3.146 1.111 2.179 -1.2668 -0.5400 -1.3807
H 2.301 -0.751 5.476 -0.8513 0.9941 0.4522
H 0.607 6.545 -1.644 -0.0154 -0.1485 -0.0207
H -1.171 -1.102 3.725 0.3951 1.1486 1.3791
H 4.767 0.928 0.218 -1.3672 -0.8857 -1.1879
H -3.980 1.994 -1.682 -0.0663 0.0743 -0.0424
H -1.376 0.030 5.257 0.9633 -1.1518 -0.6648
H -4.710 1.535 -3.240 0.2174 -0.1217 0.0171
H 1.694 -5.375 -1.014 -0.0861 -0.0352 -0.1454
```
Forces are in eV/Å.

Properties
Total charge   +1
ΔE to the lowest compared entry with this formula, charge and spin   139.2 kcal per mole
E   -6959.1846 Eh
Lowest unoccupied orbital energy   -5.002 eV
Kohn-Sham gap   6.17 eV

---

DFT (wB97M-V/def2-TZVPD) results for a molecular structure, C19H35IrN6O4.

```
65
Properties=species:S:1:pos:R:3:forces:R:3
Ir 0.053 -0.072 -0.200 -0.4455 0.1657 0.3962
O 2.695 -1.516 -0.874 -0.0784 -0.0933 0.2865
O 5.501 2.029 -6.358 0.2106 -0.0543 -0.1502
O 3.550 2.496 -5.548 -0.1693 0.0567 -0.0009
O 1.635 0.249 -1.745 0.1931 -0.1985 0.1376
N 4.585 1.870 -5.605 -0.1109 0.1886 0.0705
N -1.048 -1.588 -1.618 0.1443 0.0070 0.0054
N -1.121 1.413 -1.590 0.0871 -0.1160 0.0468
N -0.692 -1.368 1.551 0.0505 -0.0427 0.0143
N -0.573 1.487 1.469 0.1076 0.0187 -0.1296
N 1.720 0.061 1.365 0.0734 0.0420 -0.4179
C 5.860 -1.054 -3.622 -0.1443 0.1342 -0.0191
C 3.677 0.624 -3.661 0.0237 -0.1657 0.1319
C -1.308 0.579 -2.804 -0.0295 0.0893 -0.1120
C -1.931 -0.753 -2.471 -0.0484 -0.0601 -0.0489
C 4.804 -1.237 -2.660 0.4226 -0.0713 -0.2626
C 4.723 0.786 -4.604 -0.3409 -0.0238 0.2169
C -2.437 1.851 -1.068 -0.0440 -0.0079 -0.0863
C -1.340 0.825 2.564 0.0063 -0.0014 0.0108
C -1.866 -2.640 -0.978 -0.0292 -0.0065 -0.0448
C -1.768 -0.589 2.210 0.0244 0.0096 -0.0230
C 0.456 -1.786 2.396 0.0044 0.0270 0.0032
C -0.317 2.611 -1.932 -0.0473 0.0372 0.0130
C 5.808 -0.016 -4.613 0.2180 -0.4330 0.2764
C 0.650 2.215 1.925 -0.0266 -0.0062 0.0371
C 1.939 1.512 1.481 0.0161 -0.0065 0.0390
C 3.728 -0.407 -2.676 -0.1059 0.4328 -0.2772
C 1.455 -0.660 2.626 -0.0064 -0.0352 -0.0377
C -0.019 -2.264 -2.445 -0.0440 -0.1068 -0.0770
C 2.612 -0.591 -1.665 -0.0351 0.2180 -0.3271
H -2.312 2.649 -0.341 -0.0241 0.0327 -0.0078
H 0.680 2.314 -2.241 -0.0141 -0.0246 -0.0143
H -0.500 -2.992 -3.103 -0.0203 0.0104 0.0033
H -0.331 0.456 -3.270 0.0063 -0.0224 0.0072
H -2.982 1.025 -0.614 0.0149 0.0116 0.0254
H -3.042 2.262 -1.880 -0.0022 -0.0073 -0.0127
H -2.608 -0.562 1.513 -0.0078 -0.0173 -0.0014
H 0.951 -2.601 1.866 -0.0116 -0.0134 -0.0072
H -0.732 0.828 3.464 -0.0154 0.0015 0.0103
H -2.403 -3.207 -1.741 -0.0189 -0.0109 -0.0085
H 4.867 -2.033 -1.928 0.0434 -0.0110 -0.0212
H -2.112 -1.098 3.113 -0.0098 -0.0115 0.0098
H -1.950 1.105 -3.517 0.0173 0.0489 0.0201
H -0.254 3.269 -1.065 0.0318 -0.0177 0.0021
H 6.720 -1.715 -3.599 -0.0178 0.0024 0.0069
H -1.184 2.148 1.014 -0.0231 0.0940 0.0887
H 2.249 1.868 0.497 -0.0143 -0.0091 -0.0071
H -2.231 1.410 2.797 -0.0035 0.0138 0.0099
H -2.160 -1.290 -3.396 0.0093 -0.0399 0.0093
H 6.602 0.122 -5.337 0.0075 -0.0287 0.0172
H -1.223 -3.341 -0.445 0.0014 -0.0045 -0.0093
H 2.745 1.748 2.179 0.0243 -0.0223 0.0260
H 2.473 -0.386 0.848 0.1532 -0.0195 0.1949
H 0.690 -2.783 -1.803 -0.0067 0.0251 -0.0004
H -1.124 -2.218 1.211 -0.0064 -0.0489 -0.0077
H -2.603 -2.197 -0.308 -0.0147 -0.0053 0.0011
H 0.104 -2.178 3.353 -0.0039 -0.0008 0.0132
H 2.833 1.301 -3.707 0.0373 -0.0047 -0.0135
H 1.103 0.047 3.371 0.0067 0.0116 -0.0159
H 0.612 2.318 3.008 0.0018 0.0066 0.0093
H 0.643 3.225 1.519 -0.0179 0.0180 0.0063
H -2.876 -0.619 -1.946 -0.0151 0.0020 -0.0236
H 2.379 -1.087 3.017 0.0271 0.0168 0.0215
H -0.799 3.164 -2.742 -0.0197 0.0159 0.0132
H 0.507 -1.536 -3.053 0.0085 0.0106 -0.0162
```
Forces are in eV/Å.

Properties
Total charge   +3
2S+1   6
E   -1477.5859 Eh
Lowest unoccupied orbital energy (spin up / spin down)   -9.476 / -13.044 eV
Kohn-Sham gap (spin up / spin down)   7.71 / 5.72 eV

---

DFT (wB97M-V/def2-TZVPD) results for a molecular structure, C19H35MnN4O.

```
60
Properties=species:S:1:pos:R:3:forces:R:3
Mn -2.099 3.995 1.684 0.7167 -4.2142 0.3616
O -1.812 1.954 1.921 -0.6215 4.0882 0.5736
N 5.416 4.087 -1.562 -0.0853 -0.3311 1.7748
N 2.427 -5.403 -0.128 -0.1135 0.0275 -0.0264
N -3.468 -1.518 2.470 0.0190 -2.5122 -1.9343
N -5.615 1.198 -5.178 1.9469 -0.2265 1.2209
C -3.477 -3.657 0.922 -1.5913 0.0683 2.3393
C -3.342 1.117 -3.937 1.2126 -0.7170 0.2992
C -0.996 0.692 0.135 0.0145 -0.7804 0.4547
C 4.030 3.144 1.393 -0.1165 -0.2719 1.2059
C -3.934 1.848 -1.603 -0.0939 -0.5143 -0.8958
C 0.556 1.137 2.080 -0.5800 0.2450 0.0733
C 2.752 -1.938 -1.104 -0.3356 -1.3212 -0.1190
C -4.602 1.140 -4.602 -3.1152 0.7724 -1.5474
C -1.035 -3.766 0.290 0.0034 0.9001 0.8712
C -0.887 0.934 1.657 0.4248 -1.0241 -2.0286
C -3.477 -2.472 1.782 0.4445 3.0325 1.9280
C 3.088 4.281 1.134 -2.2218 -0.0696 0.0507
C -3.326 0.745 -2.477 -0.3311 0.4226 0.8383
C -2.502 -3.650 -0.151 1.7675 -1.0870 -2.2002
C 5.431 3.838 -0.427 0.3427 0.2378 -1.9953
C 2.355 -4.438 0.489 -0.0049 0.7127 0.5763
C 2.333 -3.173 1.272 0.6160 0.1674 -0.5896
C 2.253 -1.877 0.343 0.5832 0.4232 0.7994
C 5.438 3.475 0.999 0.2101 0.3249 -1.3315
H 2.449 -2.923 -1.459 -0.3323 0.2547 -0.8420
H 1.573 -3.222 2.052 -0.7093 0.1251 -0.5755
H 2.148 4.091 1.653 -0.1876 -0.3609 0.5323
H 1.093 0.194 2.181 -0.2658 -0.1259 0.0233
H 6.116 2.627 1.093 0.1422 0.2286 0.3901
H -2.259 0.659 -2.271 -0.1479 -0.5641 0.3896
H -0.782 -4.752 0.679 -0.1067 -0.3339 -0.6761
H -2.799 2.062 -3.964 -0.1197 0.0804 -0.7914
H 1.059 1.664 1.270 0.2905 0.6197 0.4130
H 3.689 2.212 0.942 -0.0212 0.1225 -0.3241
H -3.986 1.540 -0.559 0.0060 0.2445 0.0119
H 3.187 -3.194 1.949 0.6526 0.1424 -0.5671
H -1.240 0.007 2.109 -0.5139 0.1914 0.5103
H -3.371 2.764 -1.776 0.0770 0.2349 0.3488
H 0.522 1.607 3.063 0.5649 0.3551 -0.1118
H -1.922 0.140 -0.029 -0.2176 0.4733 -0.2862
H 3.320 5.275 1.518 0.7468 -0.0641 -0.4017
H -0.952 1.644 -0.392 -0.1773 0.0589 -0.1278
H -0.227 0.043 -0.285 0.3201 0.0473 0.2263
H -4.929 2.003 -2.022 -0.2503 0.2537 0.4602
H -3.899 -0.164 -2.293 0.4250 -0.2682 -0.0075
H 1.225 -1.525 0.419 -0.1157 -0.1772 -0.4697
H 2.836 -1.040 0.728 0.0317 -0.2095 0.9766
H -2.713 -2.888 -0.902 0.3187 0.4075 0.2525
H 5.763 4.380 1.514 0.3374 -0.3014 0.3450
H -4.528 -3.734 0.645 0.0475 -0.3424 -0.5149
H -0.815 -3.177 1.180 -0.1243 0.6902 -0.0034
H -2.592 -4.574 -0.722 -0.6612 -0.0957 -0.1286
H 4.037 2.930 2.462 0.0331 0.0097 0.1689
H 2.686 4.292 0.121 0.7914 0.4573 -0.3927
H 3.824 -1.935 -1.303 0.2166 0.0736 0.8386
H -0.351 -3.433 -0.491 0.0141 -0.3670 -0.0096
H 2.386 -1.105 -1.704 -0.4568 -0.2390 0.0275
H -2.780 0.319 -4.422 0.3803 0.3123 -0.3736
H -3.278 -4.478 1.612 -0.0797 -0.2869 -0.0106
```
Forces are in eV/Å.

Properties
Total charge   +1
ΔE to the lowest compared entry with this formula, charge and spin   0.0 kcal per mole
2S+1   6
E   -2189.7672 Eh
Lowest unoccupied orbital energy (spin up / spin down)   -7.479 / -7.418 eV
Kohn-Sham gap (spin up / spin down)   5.85 / 5.91 eV

---

The lowest E belongs to which entry?
C19H35Br2N5O6P

---

Which of these has the highest E?
C19H35IrN6O4

---

Which of these has the lowest E?
C19H35Br2N5O6P